# 1
ORCA calculation (ωB97M-V with the def2-TZVPD basis set) on an isolated molecule of C5H8O.

Positions of all 14 atoms, in Å:
C: 1.254 -0.898 0.968
C: 0.200 -1.288 -0.025
O: -0.822 1.735 1.299
C: -1.196 1.449 0.187
C: -0.275 1.015 -0.932
C: -0.403 -0.493 -0.912
H: 0.940 -1.120 1.994
H: 1.508 0.164 0.926
H: 2.163 -1.482 0.777
H: -0.084 -2.341 -0.022
H: -2.280 1.391 -0.055
H: -0.606 1.427 -1.892
H: 0.739 1.366 -0.725
H: -1.138 -0.924 -1.589

Calculated values
- Energy above the lowest of the compared OMol25 structures with the same formula, charge and spin: 25.5 kcal/mol
- M: 84.118 Da
- Charge: 0
- Gap between HOMO and LUMO: 0.382 hartree
- HOMO: -9.31 eV
- Structure (SMILES): C/C=C\CC=O
- Maximum force: 0.5 eV/A

Mulliken charges, unit e, in atom order: atom 1 (C): -1.062, atom 2 (C): -0.052, atom 3 (O): -0.466, atom 4 (C): 0.127, atom 5 (C): -0.695, atom 6 (C): -0.334, atom 7 (H): 0.261, atom 8 (H): 0.262, atom 9 (H): 0.340, atom 10 (H): 0.344, atom 11 (H): 0.323, atom 12 (H): 0.315, atom 13 (H): 0.289, atom 14 (H): 0.348



# 2
ORCA calculation (ωB97M-V with the def2-TZVPD basis set) on the ion C5H10N2P with charge +1 in a non-equilibrium geometry.

Positions of all 18 atoms, in Å:
C: -1.842 -1.439 0.285
C: 0.259 -0.388 -0.338
C: -0.375 0.809 0.523
C: 1.757 -0.693 -0.193
C: 0.275 2.072 -0.022
N: -2.551 -0.423 -0.004
N: -0.539 -1.587 0.047
P: -2.169 1.112 -0.146
H: -2.172 -2.409 0.733
H: 0.193 -0.364 -1.480
H: -0.219 0.641 1.534
H: 1.770 -1.144 0.834
H: 2.188 0.323 -0.199
H: 2.065 -1.273 -0.931
H: 0.437 2.043 -1.169
H: 1.205 2.113 0.496
H: -0.216 3.020 0.289
H: -0.066 -2.412 -0.259

Calculated values
- Energy above the lowest of the compared OMol25 structures with the same formula, charge and spin: 28.1 kcal/mol
- M: 129.123 Da
- Charge: +1
- Gap between HOMO and LUMO: 0.295 hartree
- HOMO: -14.22 eV
- Structure (SMILES): C[C@H]1[NH+]=CN=P[C@@H]1C
- Maximum force: 7.1 eV/A

Mulliken charges, unit e, in atom order: atom 1 (C): 0.064, atom 2 (C): 0.096, atom 3 (C): -0.128, atom 4 (C): -1.454, atom 5 (C): -1.447, atom 6 (N): -0.281, atom 7 (N): -0.129, atom 8 (P): 0.306, atom 9 (H): 0.379, atom 10 (H): 0.276, atom 11 (H): 0.600, atom 12 (H): 0.380, atom 13 (H): 0.340, atom 14 (H): 0.481, atom 15 (H): 0.370, atom 16 (H): 0.399, atom 17 (H): 0.459, atom 18 (H): 0.287



# 3
ORCA calculation (ωB97M-V with the def2-TZVPD basis set) on an isolated molecule of C6H9F2NO in a non-equilibrium geometry.

Positions of all 19 atoms, in Å:
C: -2.020 0.338 -0.108
C: -1.396 -0.756 0.613
C: 0.006 0.724 -1.334
C: -2.152 -1.962 1.104
C: 1.716 2.584 -0.950
C: 1.207 1.386 -1.785
N: -0.992 1.256 -0.565
O: -3.215 0.686 -0.203
F: 1.098 1.744 -3.088
F: 2.201 0.411 -1.817
H: -0.271 -0.764 0.750
H: -0.174 -0.317 -1.559
H: -1.986 -2.703 0.352
H: -3.220 -1.892 1.104
H: -1.690 -2.444 1.928
H: 2.395 3.195 -1.632
H: 2.182 2.252 -0.022
H: 0.835 3.188 -0.595
H: -1.327 2.223 -0.506

Calculated values
- Energy above the lowest of the compared OMol25 structures with the same formula, charge and spin: 50.8 kcal/mol
- M: 149.140 Da
- Charge: 0
- Gap between HOMO and LUMO (spin up / spin down): 0.318 / 0.230 hartree
- HOMO (spin up / spin down): -8.76 / -7.51 eV
- Maximum force: 2.5 eV/A

Mulliken charges, unit e, in atom order: atom 1 (C): 0.351, atom 2 (C): -0.125, atom 3 (C): -0.815, atom 4 (C): -1.247, atom 5 (C): -1.205, atom 6 (C): 1.182, atom 7 (N): -0.067, atom 8 (O): -0.645, atom 9 (F): -0.302, atom 10 (F): -0.323, atom 11 (H): 0.374, atom 12 (H): 0.558, atom 13 (H): 0.314, atom 14 (H): 0.351, atom 15 (H): 0.355, atom 16 (H): 0.317, atom 17 (H): 0.331, atom 18 (H): 0.307, atom 19 (H): 0.288